1.
Computed, not measured: a single C6H6O molecule at a distorted geometry, with ωB97M-V/def2-TZVPD.

Geometry as XYZ:
```
13
Properties=species:S:1:pos:R:3:forces:R:3
C -1.473492 0.225641 0.686445 -1.3646 -0.5819 -0.3702
C -0.571754 1.031891 0.023392 -1.4389 -1.5294 -0.2871
C 0.597337 0.191380 -0.529190 -2.2666 1.1024 -3.1229
C 0.290888 -1.224350 0.040243 -0.8048 0.9162 -1.0618
C -1.156216 -1.096728 0.478681 1.8429 2.1293 0.8052
C -1.810367 2.994100 0.301975 -1.3163 -1.1102 -0.3566
O -0.650195 2.386986 0.123757 1.3252 -0.1223 0.8686
H 0.747263 0.290622 -1.692681 -0.2124 -0.4633 2.1792
H 1.310118 0.788922 -0.074367 2.6641 0.3624 0.7894
H 0.266834 -2.051874 -0.679463 0.7391 0.2937 -0.0325
H 1.005881 -1.359967 0.813521 0.5592 -0.8301 0.8146
H -1.700902 -2.010513 0.563436 -0.8720 -0.1113 0.0549
H -1.713647 3.897635 0.941401 1.1452 -0.0553 -0.2808
```
Forces are in eV/Å.

Computed properties:
charge: 0
HOMO level (spin up / spin down): -7.86 / -7.96 eV
LUMO energy (spin up / spin down): -0.68 / -0.66 eV
F_max: 4.01 eV Å⁻¹
ΔE to the lowest compared entry with this formula, charge and spin: 183.0 kcal per mole

2.
Computed, not measured: 3 unconnected molecules or ions with the total composition CH10NO2 at a distorted geometry, with ωB97M-V/def2-TZVPD.

Geometry as XYZ:
```
14
Properties=species:S:1:pos:R:3:forces:R:3
C 1.763624 -0.203648 -0.671374 -0.0367 0.5652 0.5026
N 0.308467 -0.064290 -0.351549 -1.1883 -0.8306 -0.9144
H 1.910021 0.211927 -1.667859 0.0521 -0.3305 0.0121
H 2.331648 0.429528 0.017391 -0.0955 -0.4244 0.0045
H 2.041398 -1.256912 -0.591655 0.0342 0.3261 -0.1023
H -0.124054 -0.683261 0.374256 0.9178 0.1882 0.4918
H -0.223193 -0.394957 -1.159654 0.1639 0.0723 -0.3124
H -0.065406 0.885016 -0.252681 0.2091 0.4180 0.2611
H -0.952195 -1.411856 2.418396 0.0801 -0.0057 0.0901
H -1.083219 -2.654139 1.530411 0.4353 0.5343 0.0026
O -0.581543 -1.819111 1.626486 -0.5754 -0.5057 -0.0674
H -1.510243 3.064781 -0.381730 0.0489 -0.0512 -0.0375
H -2.354809 1.786634 -0.376440 -0.1811 0.0643 -0.0122
O -1.460490 2.110292 -0.513995 0.1356 -0.0203 0.0813
```
Forces are in eV/Å.

Computed properties:
charge: +1
HOMO level: -16.30 eV
LUMO energy: -3.26 eV
F_max: 1.71 eV Å⁻¹
ΔE to the lowest compared entry with this formula, charge and spin: 6.1 kcal per mole

3.
Computed, not measured: 2 unconnected molecules or ions with the total composition C8H10NS2 at a distorted geometry, with ωB97M-V/def2-TZVPD.

Geometry as XYZ:
```
21
Properties=species:S:1:pos:R:3:forces:R:3
C 1.166307 -2.708483 -1.946730 -1.0505 1.6752 0.6900
C 1.320413 -1.409782 -2.539655 2.3962 -2.7402 -2.1204
C 0.404806 -2.724317 -0.747035 0.1633 -3.2657 -2.4979
C 0.723011 -0.328007 -1.956297 0.3377 -0.9236 -0.5579
C -0.040152 -1.575372 -0.227475 0.4148 1.5309 1.0093
C -0.406987 2.437617 2.560541 0.6074 1.2299 -1.7711
C -1.258313 1.303289 2.263795 -1.9246 -2.9167 0.1804
C -0.563504 1.975568 -0.009717 0.9675 0.7177 -0.6972
N 0.145227 -0.392084 -0.798446 -1.1370 0.6204 1.3750
S 0.680497 2.516425 1.000887 -1.1999 0.2642 -0.4135
S -1.998274 1.517423 0.611058 -0.7028 -0.2145 0.4361
H 1.450997 -3.697206 -2.328954 0.3111 0.8928 -0.2867
H 1.991309 -1.275582 -3.495150 -1.7028 -0.3037 1.8927
H -0.018230 -3.715673 -0.443717 0.8716 1.0494 0.3622
H 0.612785 0.560128 -2.498904 0.3841 1.4985 -0.6283
H -0.433839 -1.572082 0.759374 -0.8195 0.0442 0.6473
H -0.955939 3.386447 2.735357 0.9004 -0.4495 0.1256
H 0.455547 2.147194 3.088494 0.2983 0.1301 2.3185
H -0.624824 0.384362 2.141509 -0.6397 0.6050 0.2455
H -2.154325 1.035583 2.908621 1.3400 0.6872 -0.2540
H -0.496511 2.134552 -1.077557 0.1846 -0.1316 -0.0554
```
Forces are in eV/Å.

Computed properties:
charge: +1
HOMO level: -13.12 eV
LUMO energy: -4.94 eV
F_max: 4.21 eV Å⁻¹
ΔE to the lowest compared entry with this formula, charge and spin: 18.9 kcal per mole

4.
Computed, not measured: a single C5H6O molecule, with ωB97M-V/def2-TZVPD.

Geometry as XYZ:
```
12
Properties=species:S:1:pos:R:3:forces:R:3
C 2.478852 -0.295465 0.221365 0.0852 -0.0195 0.0011
C 1.089695 0.152757 0.304887 -0.5032 0.1516 0.0321
C -0.065401 0.493788 0.353498 0.5447 -0.2029 -0.0516
C -1.511008 0.666542 0.227416 -0.0014 0.0389 0.0233
C -2.062873 -0.433576 -0.681834 -0.4926 -0.0261 -0.0840
O -3.231430 -0.562465 -0.939547 0.5026 0.0961 0.1401
H 3.133646 0.302225 0.862415 -0.1023 -0.0766 -0.0901
H 2.840306 -0.219855 -0.809445 -0.0275 0.0112 0.1710
H 2.556670 -1.343457 0.529858 0.0109 0.1780 -0.0252
H -1.777909 1.638886 -0.205510 0.0525 -0.1554 0.0239
H -2.025585 0.609936 1.194515 0.0802 -0.0356 -0.1425
H -1.288909 -1.116230 -1.091778 -0.1491 0.0403 0.0020
```
Forces are in eV/Å.

Computed properties:
charge: 0
HOMO level: -9.75 eV
LUMO energy: 0.87 eV
F_max: 0.58 eV Å⁻¹
ΔE to the lowest compared entry with this formula, charge and spin: 38.9 kcal per mole
SMILES string: CC#CCC=O

5.
Computed, not measured: 2 unconnected molecules or ions with the total composition C3H9O at a distorted geometry, with ωB97M-V/def2-TZVPD.

Geometry as XYZ:
```
13
Properties=species:S:1:pos:R:3:forces:R:3
O -0.105548 -3.433000 -0.561043 0.5273 1.7465 1.3055
H 0.137841 -2.668960 0.061849 -0.5101 -1.9854 -1.2282
C 0.805851 0.875045 -0.956927 0.0943 0.8550 1.1537
C -0.173417 0.001111 -0.155349 -1.5045 0.5187 0.3038
C -0.702306 0.601930 1.226957 -0.5196 0.4427 -1.1139
H 1.805548 0.598136 -0.841975 1.8240 -1.6299 0.6140
H 0.796894 0.891221 -2.026489 -1.0745 0.1268 -0.7236
H 1.014509 1.878065 -0.556968 -1.2490 0.3823 -0.2265
H -1.099689 -0.235926 -0.701727 0.1790 0.6967 -0.2762
H 0.170101 -1.018997 -0.137108 0.6297 -0.2161 0.6726
H -1.648077 0.102195 1.602561 1.4852 0.0747 -0.2773
H -1.051346 1.639851 1.043258 0.1173 -0.3342 -0.2627
H 0.049640 0.769328 2.002962 0.0009 -0.6778 0.0590
```
Forces are in eV/Å.

Computed properties:
charge: -1
HOMO level: -2.08 eV
LUMO energy: 3.79 eV
F_max: 2.52 eV Å⁻¹
ΔE to the lowest compared entry with this formula, charge and spin: 25.7 kcal per mole

6.
Computed, not measured: 2 unconnected molecules or ions with the total composition C4H6NP at a distorted geometry, with ωB97M-V/def2-TZVPD.

Geometry as XYZ:
```
12
Properties=species:S:1:pos:R:3:forces:R:3
C -1.913347 0.908970 0.888315 -0.7839 0.8172 0.2038
C -1.707792 -0.386826 0.588462 -1.5797 0.2971 1.9930
C -0.679718 -0.730068 -0.297703 1.8302 -1.8590 -1.5056
C 0.236636 -1.143661 -0.998176 -2.8671 1.0979 1.9439
N 2.316722 1.515899 0.562898 -0.2992 -0.4363 -0.2444
P 2.213891 0.301352 -0.322824 1.5337 -0.1536 -0.7641
H -2.764419 1.169173 1.598330 1.4201 -0.2035 -0.9738
H -1.317141 1.758469 0.419058 -0.8684 -1.3488 0.7233
H -2.342760 -1.185400 1.164366 1.4650 1.3836 -1.4841
H 2.259213 0.276660 -1.798248 -0.1933 0.3269 1.0738
H 0.883560 -1.476762 -1.724259 0.8640 -0.6652 -1.1312
H 2.815152 -1.007811 -0.080222 -0.5213 0.7437 0.1653
```
Forces are in eV/Å.

Computed properties:
charge: 0
HOMO level: -8.93 eV
LUMO energy: -0.57 eV
F_max: 3.63 eV Å⁻¹
ΔE to the lowest compared entry with this formula, charge and spin: 126.5 kcal per mole
SMILES string: N#[PH2].C#CC=C